{"formula": "C6H10N5O", "method": "ωB97M-V/def2-TZVPD", "energy_ev": -15871.458, "orbital_gap_ha": 0.3132, "charge": 1, "species": ["C", "C", "C", "C", "C", "C", "N", "N", "N", "N", "N", "O", "H", "H", "H", "H", "H", "H", "H", "H", "H", "H"], "positions_angstrom": [[2.767184, -1.139444, -0.427299], [2.875591, 0.234622, -0.078069], [0.684988, -0.305041, -0.254786], [-1.704800, 0.550642, -0.962247], [-3.577522, 0.644209, 0.410068], [-2.036251, -1.325191, 0.566137], [4.066329, 2.169216, -0.005116], [4.067123, 0.912127, -0.070311], [1.527378, 0.722134, -0.075373], [1.436399, -1.396926, -0.461423], [-2.473661, -0.110954, -0.158669], [-1.337569, 1.345038, -1.661855], [3.529064, -1.879855, -0.403552], [-3.095680, 1.191800, 1.298662], [-3.863384, 1.406536, -0.332745], [-4.381321, -0.065167, 0.651205], [-2.632478, -1.241718, 1.502297], [-2.226837, -2.235912, -0.005777], [-0.942629, -1.285941, 0.907000], [5.100493, 2.470004, -0.074659], [1.112033, 1.644558, 0.358194], [1.105559, -2.304732, -0.721680]], "forces_ev_per_angstrom": [[0.42, 3.52, 1.81], [-1.35, -1.77, -1.28], [-1.75, 0.70, -0.47], [-0.14, -2.12, 2.49], [0.43, 1.67, 0.94], [0.72, 0.14, 1.78], [0.97, -1.06, -0.21], [1.17, 1.41, 0.11], [-0.15, 0.98, 1.62], [0.43, -0.07, -0.36], [1.96, -0.78, -1.12], [0.44, 1.63, -1.81], [0.42, -0.31, -0.40], [-1.42, -0.83, -0.88], [-0.34, -0.38, 0.44], [0.24, 0.61, 0.02], [0.27, -0.72, -0.70], [-0.17, 0.25, 0.16], [-1.72, 0.21, -0.92], [-1.75, -0.55, 0.24], [1.80, -2.38, -1.49], [-0.49, -0.13, 0.04]], "mulliken_charge": [-0.32, 0.32, -0.56, 0.77, -1.01, -0.64, -0.55, -0.08, -0.09, 0.07, 0.00, -0.16, 0.41, 0.38, 0.36, 0.39, 0.41, 0.25, 0.24, 0.29, 0.32, 0.21]}